[1]
C18H35LaN2S as an isolated structure, computed with ωB97M-V/def2-TZVPD.

Positions of all 57 atoms, in Å:
1 La -0.048 0.173 -1.049
2 S -1.876 0.573 1.154
3 N 0.040 1.201 2.937
4 N -0.974 -0.886 3.222
5 C 0.217 1.556 4.373
6 C 0.428 3.360 -2.063
7 C -3.104 -0.879 -2.167
8 C -1.640 -2.753 -0.036
9 C 1.738 2.622 -1.809
10 C 0.115 -1.477 4.036
11 C -0.863 0.260 2.526
12 C -1.014 -2.117 -1.225
13 C 0.560 -1.506 -2.815
14 C -0.438 -1.995 5.343
15 C 1.852 -1.348 -3.538
16 C -0.699 -0.919 -3.190
17 C 1.397 -3.026 -0.867
18 C -0.925 -0.021 -4.355
19 C 0.367 -2.238 -1.598
20 C 0.595 4.471 -3.109
21 C 1.656 1.941 4.633
22 C -1.677 -1.300 -2.205
23 H 1.378 5.174 -2.802
24 H 1.916 2.846 4.076
25 H -3.281 -0.005 -2.802
26 H 0.083 3.819 -1.126
27 H -0.379 2.673 -2.385
28 H -3.428 -0.638 -1.147
29 H 0.008 2.034 2.339
30 H 2.697 -1.661 -2.912
31 H 1.783 2.151 5.698
32 H -1.684 -1.529 2.861
33 H -0.099 0.694 -4.490
34 H 2.410 -2.708 -1.132
35 H 1.999 1.938 -2.639
36 H -2.056 -3.735 -0.309
37 H 2.568 3.342 -1.748
38 H -1.154 -2.804 5.173
39 H -3.763 -1.682 -2.536
40 H 0.878 4.062 -4.085
41 H -1.860 0.544 -4.255
42 H 1.284 -2.939 0.221
43 H -0.448 2.398 4.602
44 H -2.456 -2.147 0.380
45 H -0.998 -0.601 -5.290
46 H 0.382 -2.393 5.948
47 H -0.329 5.042 -3.236
48 H 1.756 2.076 -0.835
49 H 1.869 -1.978 -4.441
50 H -0.104 0.721 4.998
51 H 2.031 -0.311 -3.861
52 H 0.587 -2.284 3.457
53 H -0.908 -2.922 0.766
54 H 2.349 1.145 4.339
55 H 1.319 -4.097 -1.113
56 H -0.945 -1.201 5.904
57 H 0.887 -0.717 4.182

Its charge is +2. The LUMO energy is -6.938 eV. The calculation puts the strongest force on any atom at 4.6 eV/Å. The energy comes out at -33895.8952 eV. For the orbital gap, the calculation gives 0.2924 hartree.

Here are the Mulliken charges for atoms 1 to 8, given in e: 1.11, -0.30, -0.08, -0.05, -0.56, 0.18, -1.35, -1.13



[2]
C5H15NO as an isolated structure, computed with ωB97M-V/def2-TZVPD.

Positions of all 22 atoms, in Å:
1 O 2.953 0.007 -0.095
2 N -2.224 -0.702 0.923
3 C -1.101 1.213 -1.273
4 C 0.168 0.631 -0.621
5 C 0.896 -1.587 0.249
6 C -0.126 -0.911 -0.507
7 C 0.331 1.301 0.780
8 H 0.834 -1.256 1.285
9 H -0.571 1.058 1.336
10 H 1.129 0.740 1.261
11 H -1.885 1.082 -0.539
12 H 3.860 -0.048 -0.423
13 H -0.310 -1.168 -1.553
14 H 0.592 2.353 0.786
15 H 0.883 -2.677 0.230
16 H -2.752 -1.493 1.274
17 H -2.212 0.032 1.610
18 H -0.970 2.265 -1.528
19 H -1.366 0.677 -2.188
20 H 1.969 -1.167 -0.089
21 H -1.262 -0.976 0.159
22 H 1.165 0.625 -1.078

The LUMO energy is -2.641 eV. The calculation puts the strongest force on any atom at 6.8 eV/Å. The energy comes out at -8959.3913 eV. The energy above the lowest of the compared OMol25 structures with the same formula, charge and spin comes out at 160.7 kcal/mol. For the orbital gap, the calculation gives 0.2209 hartree.

Here are the Mulliken charges for atoms 1 to 8, given in e: -0.76, -0.64, -1.35, -0.15, -0.97, 0.09, -1.09, 0.36



[3]
One molecule with the formula C10H12N2S, computed with ωB97M-V/def2-TZVPD.

Positions of all 25 atoms, in Å:
1 S -2.783 -1.346 -1.717
2 N 2.211 -1.980 -0.985
3 N 1.262 -0.480 0.499
4 C -1.795 -2.321 -2.819
5 C -0.335 2.587 2.377
6 C 0.666 2.980 1.284
7 C -0.457 -2.264 -2.416
8 C 0.640 1.573 1.802
9 C 0.152 0.232 1.151
10 C -1.121 0.307 0.198
11 C -1.350 -0.790 -0.856
12 C -0.210 -1.482 -1.304
13 C 1.090 -1.271 -0.633
14 H 0.422 -2.717 -2.902
15 H 3.060 -1.925 -0.316
16 H -1.987 0.294 0.765
17 H -2.285 -2.892 -3.563
18 H 1.565 3.623 1.511
19 H 1.371 1.282 2.532
20 H -0.220 -0.394 2.002
21 H 2.250 -2.415 -1.890
22 H 0.283 3.040 0.258
23 H -1.344 2.330 2.121
24 H -0.974 1.188 -0.421
25 H -0.114 2.842 3.322

The LUMO energy is 0.691 eV. Its SMILES is NC1=N[C@@H](C2CC2)Cc2sccc21. The calculation puts the strongest force on any atom at 5.7 eV/Å. The energy comes out at -24377.5697 eV. The energy above the lowest of the compared OMol25 structures with the same formula, charge and spin comes out at 55.0 kcal/mol. For the orbital gap, the calculation gives 0.3166 hartree.

Here are the Mulliken charges for atoms 1 to 8, given in e: -0.15, -0.41, -0.68, -0.50, -0.65, -0.50, -0.78, -0.19